No. 1
The following is a DFT calculation (wB97M-V/def2-TZVPD) of a structure of composition C36H74HgN4O4.

Last column: Löwdin charge in e.
Geometry (Å):
Hg -0.0982 -0.0315 -0.3132  1.25
C 3.2346 -0.5838 0.4173  -0.05
C 3.1748 -2.0142 0.9809  -0.49
C 4.1201 -2.0725 2.2069  -0.17
C 3.9965 -3.3170 3.0303  -0.21
C 2.5374 -3.4892 3.6127  -0.11
C 1.5145 -3.4690 2.3996  -0.41
N 1.8085 -2.2445 1.5186  -0.15
O 0.7786 -2.0978 0.5700  -0.32
C 0.0922 -3.3509 3.1593  -0.04
C 1.5975 -4.8535 1.6464  -0.03
C 3.5970 -3.0077 -0.1079  -0.04
H 2.7238 -0.5329 -0.5442  0.05
H 4.2479 -0.2504 0.1932  0.09
H 2.7660 0.1168 1.1086  0.06
H 4.0216 -1.3321 3.0007  0.11
H 5.1512 -1.9562 1.8729  0.12
H 4.7578 -3.2800 3.8095  0.10
H 4.3904 -4.1253 2.4142  0.09
H 2.4280 -2.7148 4.3719  0.11
H 2.4908 -4.4904 4.0411  0.10
H 0.0610 -3.9596 4.0629  0.07
H -0.7357 -3.7230 2.5558  0.06
H -0.1896 -2.3179 3.3631  0.04
H 1.1970 -5.5320 2.3997  0.08
H 2.6369 -5.0383 1.3749  0.05
H 1.0492 -4.8853 0.7048  0.07
H 4.3730 -2.6690 -0.7943  0.08
H 2.7564 -3.2986 -0.7378  0.08
H 4.0535 -3.9385 0.2286  0.06
C 2.4572 2.9865 -2.1847  -0.03
C 2.2259 2.0816 -3.4884  -0.41
C 3.6866 1.5829 -3.8043  -0.17
C 3.7345 0.6283 -5.0025  -0.16
C 2.8784 -0.5942 -4.4843  -0.14
C 1.4012 -0.3339 -4.1538  -0.49
N 1.3786 0.8256 -3.2139  -0.15
O 0.2349 0.9790 -2.4451  -0.31
C 1.0780 -1.6306 -3.4286  -0.07
C 0.4611 -0.2641 -5.3865  -0.01
C 1.7196 2.9519 -4.6669  -0.04
H 1.4804 3.3122 -1.8273  0.05
H 3.0553 3.8737 -2.3927  0.08
H 2.9059 2.4058 -1.3788  0.07
H 4.2634 1.1191 -3.0041  0.11
H 4.2357 2.5177 -3.9172  0.10
H 4.7742 0.3573 -5.1863  0.10
H 3.3978 1.0850 -5.9331  0.09
H 3.4283 -0.9662 -3.6198  0.11
H 3.0410 -1.3351 -5.2671  0.11
H 1.8194 -1.8463 -2.6594  0.07
H 1.1670 -2.5014 -4.0781  0.09
H 0.0862 -1.7114 -2.9837  0.06
H 0.4268 -1.1550 -6.0136  0.08
H 0.7312 0.5876 -6.0107  0.07
H -0.5270 -0.2270 -4.9280  0.07
H 2.2542 3.8993 -4.7368  0.08
H 0.6526 3.1746 -4.6628  0.08
H 1.8874 2.5077 -5.6481  0.05
C 1.1742 3.4637 3.3608  -0.02
C 0.2196 2.2652 3.1251  -0.45
C -0.9642 2.5171 4.1397  -0.13
C -1.8800 3.6457 3.6848  -0.19
C -2.2873 3.4873 2.2454  -0.13
C -1.1624 3.1678 1.1674  -0.43
N -0.1961 2.1909 1.7088  -0.14
O 0.8216 1.8791 0.8397  -0.11
C -1.8736 2.5994 -0.1081  -0.05
C -0.4491 4.4822 0.7505  -0.03
C 0.8622 0.9451 3.6463  -0.02
H 2.0277 3.5688 2.6910  0.08
H 1.4076 3.5579 4.4213  0.09
H 0.6128 4.3446 3.0494  0.05
H -1.4790 1.6150 4.4703  0.12
H -0.5020 2.9149 5.0432  0.11
H -1.4397 4.6320 3.8311  0.11
H -2.8810 3.5066 4.0933  0.12
H -2.9263 4.3211 1.9547  0.12
H -2.9924 2.6565 2.2726  0.10
H -2.7614 3.1997 -0.3072  0.09
H -1.2046 2.7105 -0.9615  0.07
H -2.1527 1.5461 -0.0773  0.03
H 0.4237 4.4315 0.0995  0.07
H -1.0568 5.0680 0.0608  0.09
H -0.3639 5.2273 1.5415  0.08
H 1.0326 0.9931 4.7218  0.09
H 1.8313 0.7609 3.1827  0.07
H 0.2645 0.0532 3.4583  0.07
H 1.3324 2.6903 0.7891  0.08
C -2.4984 -0.6097 2.1653  -0.05
C -3.4616 -1.0864 1.0734  -0.45
C -4.7402 -0.1407 1.2765  -0.11
C -5.8371 -0.1252 0.1832  -0.19
C -5.1415 0.2334 -1.1007  -0.14
C -3.9042 -0.7195 -1.4463  -0.40
N -2.9130 -0.9075 -0.3049  -0.12
O -1.7990 -1.6570 -0.6766  -0.12
C -4.5087 -2.1108 -1.9038  -0.03
C -3.1473 -0.0465 -2.6363  -0.03
C -3.7926 -2.5790 1.3024  -0.02
H -2.0669 0.3704 1.9620  0.05
H -1.6973 -1.3465 2.2247  0.06
H -3.0395 -0.4890 3.1038  0.09
H -5.2005 -0.2214 2.2612  0.12
H -4.3132 0.8620 1.2970  0.09
H -6.6509 0.5312 0.4913  0.11
H -6.3118 -1.1033 0.1059  0.10
H -4.7864 1.2616 -1.1685  0.10
H -6.0006 0.3425 -1.7626  0.12
H -5.2027 -2.5646 -1.1963  0.05
H -5.1995 -2.1004 -2.7469  0.09
H -3.7152 -2.8538 -1.9841  0.07
H -2.7837 0.9091 -2.2587  0.07
H -2.2728 -0.6486 -2.8833  0.06
H -3.6525 -0.0009 -3.6011  0.09
H -3.0233 -3.2109 0.8584  0.07
H -4.6884 -2.9540 0.8075  0.07
H -3.8676 -2.7585 2.3748  0.09
H -2.0908 -2.5684 -0.7527  0.09

The lowest unoccupied orbital energy is -0.2707 eV. Its orbital gap is 0.209 Ha. As for the molecular weight: 827.60 g/mol. Its charge is 0. For the energy above the lowest of the compared OMol25 structures with the same formula, charge and spin, the calculation gives 2.5214 eV.

No. 2
The following is a DFT calculation (wB97M-V/def2-TZVPD) of a structure of composition C36H74N2O37S9Si2.

Last column: Löwdin charge in e.
Geometry (Å):
C 4.6583 -0.0243 1.1733  -0.06
C 3.2812 -0.8456 1.3841  -0.27
O 2.2593 -0.4968 0.4186  -0.26
C 0.9712 -1.1267 0.7604  -0.23
Si 0.4179 -2.1499 -0.7601  0.61
C 1.7799 -3.5298 -0.9740  -0.22
O 1.3201 -4.6780 -1.7317  -0.29
C 1.2264 -5.8726 -0.9219  -0.13
C -1.1980 -3.0819 -0.3102  -0.24
O -2.0533 -3.4180 -1.4314  -0.27
C -2.0084 -4.8224 -1.7682  -0.10
O 0.3908 -1.2947 -2.2581  -0.34
Si -0.6403 0.1024 -2.2518  0.58
C -2.5252 -0.3100 -2.0664  -0.26
C -3.0579 -0.2724 -0.5467  -0.24
C -4.2055 0.8549 -0.4275  -0.21
C -5.6082 0.4204 -1.0770  -0.19
C -6.6050 -0.0949 0.0949  -0.22
C -7.7723 -1.0541 -0.4459  -0.25
C -8.4404 -1.9952 0.6628  -0.48
S -9.3387 -1.1015 2.0184  0.90
C -7.9981 -0.4379 3.0922  -0.54
N -7.9758 0.7775 3.8335  0.01
N -6.7273 0.7864 4.4097  -0.01
C -6.0127 -0.3857 4.0292  -0.08
O -6.8026 -1.2088 3.1814  -0.07
C -0.1373 1.4912 -1.0321  -0.24
C -0.3270 2.9123 -1.7687  -0.44
C -1.7044 3.5790 -1.2721  -0.09
C 0.8852 3.9237 -1.4818  -0.10
H 5.5516 -0.6107 1.6098  0.07
H 4.5800 0.9720 1.7534  0.08
H 4.8064 0.2066 0.0637  0.08
H 2.9048 -0.5709 2.4269  0.08
H 3.5023 -1.9675 1.2482  0.12
H 1.2154 -1.8882 1.5966  0.11
H 0.2073 -0.3487 1.1073  0.08
H 2.2702 -3.7740 0.0273  0.09
H 2.6003 -3.0233 -1.6165  0.11
H 1.8681 -5.8671 0.0215  0.10
H 0.1667 -6.1728 -0.6256  0.08
H 1.6286 -6.7378 -1.5714  0.09
H -1.7412 -2.4862 0.5221  0.09
H -0.8684 -4.0638 0.2121  0.10
H -2.0048 -5.5311 -0.8754  0.09
H -1.1629 -4.9853 -2.5141  0.08
H -2.9878 -5.0440 -2.3447  0.10
H -0.5259 0.6981 -3.6080  0.01
H -3.0624 0.5595 -2.6142  0.08
H -2.8078 -1.2532 -2.6485  0.08
H -2.2335 -0.1663 0.2436  0.08
H -3.5936 -1.2797 -0.3552  0.11
H -4.3933 1.0291 0.6887  0.11
H -3.8943 1.8346 -0.9494  0.09
H -6.1407 1.3228 -1.5570  0.12
H -5.4917 -0.3551 -1.9117  0.10
H -5.9465 -0.6796 0.8333  0.10
H -7.1168 0.7883 0.6364  0.12
H -7.2682 -1.7705 -1.2162  0.11
H -8.5248 -0.4347 -1.0432  0.12
H -7.6587 -2.6713 1.1457  0.09
H -9.1913 -2.6765 0.1080  0.09
H -4.9532 -0.6914 4.2931  0.14
H 0.9913 1.3706 -0.8409  0.09
H -0.6915 1.3976 -0.0377  0.07
H -0.4013 2.7643 -2.8975  0.09
H -1.6770 4.7122 -1.1617  0.08
H -2.5151 3.2577 -2.0319  0.08
H -1.9959 3.0905 -0.2829  0.07
H 1.8595 3.5730 -1.9702  0.08
H 0.5556 4.9502 -1.8985  0.08
H 1.0287 4.0318 -0.3552  0.08
C 2.8171 -1.8551 -5.4459  -0.15
C 3.1229 -1.1097 -4.1578  -0.16
O 4.4456 -1.5164 -3.7989  -0.19
S 5.2948 -1.8057 -5.1487  0.65
O 6.0739 -0.6383 -5.4464  -0.25
O 5.8662 -3.1145 -5.0536  -0.23
O 4.0457 -1.8573 -6.1807  -0.19
H 2.5378 -2.8926 -5.2450  0.11
H 2.0276 -1.3733 -6.0235  0.14
H 2.4171 -1.3470 -3.3616  0.10
H 3.1352 -0.0278 -4.3216  0.14
C -8.6205 2.7720 6.8993  -0.18
C -7.2975 2.2029 7.3856  -0.19
O -6.9457 2.9983 8.5195  -0.20
S -8.3015 3.4732 9.2735  0.65
O -8.5440 2.5808 10.3681  -0.23
O -8.2590 4.8957 9.4272  -0.23
O -9.3441 3.1102 8.0848  -0.19
H -8.4677 3.6870 6.3203  0.13
H -9.1828 2.0548 6.3008  0.12
H -6.5197 2.2516 6.6247  0.11
H -7.4127 1.1682 7.7218  0.13
C 0.5338 -6.5777 -7.0159  -0.17
C 1.8599 -7.1456 -6.5339  -0.17
O 2.2106 -6.3542 -5.3987  -0.18
S 0.8549 -5.8854 -4.6401  0.65
O 0.6161 -6.7845 -3.5524  -0.23
O 0.8929 -4.4641 -4.4837  -0.22
O -0.1888 -6.2468 -5.8293  -0.19
H 0.6830 -5.6597 -7.5912  0.13
H -0.0278 -7.2941 -7.6164  0.14
H 2.6374 -7.0912 -7.2958  0.14
H 1.7482 -8.1820 -6.2019  0.13
C 2.7736 4.2799 4.2140  -0.17
C 2.3575 3.5162 5.4608  -0.16
O 1.4736 2.4957 4.9918  -0.18
S 1.9340 2.0413 3.5043  0.66
O 2.7356 0.8579 3.6221  -0.25
O 0.8007 2.1265 2.6336  -0.23
O 2.9213 3.2886 3.1957  -0.18
H 1.9930 4.9774 3.8994  0.13
H 3.7084 4.8226 4.3554  0.14
H 1.8584 4.1526 6.1914  0.14
H 3.2170 3.0290 5.9304  0.14
C 9.4653 0.3696 3.0488  -0.17
C 8.2845 -0.4699 3.5113  -0.17
O 7.8290 0.1590 4.7091  -0.19
S 8.0891 1.7587 4.5981  0.65
O 6.8704 2.3845 4.1773  -0.24
O 8.8184 2.1797 5.7552  -0.23
O 9.1017 1.7210 3.3319  -0.19
H 10.3666 0.1323 3.6210  0.13
H 9.6688 0.2449 1.9847  0.14
H 8.5613 -1.5067 3.7019  0.14
H 7.4695 -0.4393 2.7827  0.11
C 8.9393 2.2015 -4.2132  -0.17
C 7.8281 1.4203 -3.5304  -0.17
O 8.2100 1.3590 -2.1546  -0.20
S 9.0251 2.7081 -1.7711  0.64
O 8.1137 3.6246 -1.1530  -0.23
O 10.2696 2.3295 -1.1729  -0.23
O 9.3105 3.2213 -3.2835  -0.19
H 9.8136 1.5695 -4.3925  0.13
H 8.6136 2.6443 -5.1548  0.14
H 7.7101 0.4187 -3.9423  0.12
H 6.8749 1.9533 -3.5931  0.14
C -6.7388 -5.4633 -4.0665  -0.17
C -8.0137 -5.2034 -3.2790  -0.17
O -8.0766 -3.7843 -3.1345  -0.21
S -7.4083 -3.0886 -4.4408  0.64
O -8.4593 -2.7306 -5.3451  -0.22
O -6.4121 -2.1611 -3.9982  -0.23
O -6.6651 -4.4072 -5.0250  -0.19
H -5.8571 -5.4010 -3.4224  0.13
H -6.7537 -6.4317 -4.5675  0.14
H -8.0065 -5.6896 -2.3034  0.14
H -8.8964 -5.5256 -3.8391  0.13
C 3.7934 8.0293 2.4715  -0.16
C 4.3640 9.2563 3.1657  -0.17
O 3.3267 9.7033 4.0397  -0.19
S 2.4810 8.4198 4.5585  0.64
O 2.9786 8.0443 5.8487  -0.23
O 1.0941 8.6573 4.3002  -0.22
O 3.0349 7.3481 3.4728  -0.22
H 3.1136 8.3127 1.6633  0.14
H 4.5741 7.3785 2.0763  0.14
H 4.6395 10.0417 2.4622  0.14
H 5.2324 8.9956 3.7777  0.13

The lowest unoccupied orbital energy is 0.0235 eV. Its orbital gap is 0.329 Ha. As for the molecular weight: 1471.74 g/mol. Its charge is 0.